# 1
{
  "formula": "C4H6N2",
  "method": "wB97M-V/def2-TZVPD",
  "spin_multiplicity": 1,
  "energy_ha": -265.52364,
  "charge": 0,
  "orbital_gap_ev": 8.42,
  "species": ["N", "C", "C", "C", "C", "N", "H", "H", "H", "H", "H", "H"],
  "positions_angstrom": [[2.01459, -0.05347, 0.37929], [0.63861, 0.06434, 0.11503], [-0.19130, 1.15148, -0.01212], [-1.52173, 0.64372, -0.14969], [-1.45571, -0.72005, -0.11688], [-0.12609, -1.06577, 0.03709], [2.44724, -0.78352, -0.17419], [2.50063, 0.81572, 0.20076], [0.11224, 2.19045, -0.00445], [-2.42399, 1.23001, -0.26486], [-2.22025, -1.47824, -0.20718], [0.22577, -1.99466, 0.19720]]
}

# 2
{
  "formula": "C4H6O",
  "method": "wB97M-V/def2-TZVPD",
  "spin_multiplicity": 1,
  "energy_ha": -231.18874,
  "charge": 0,
  "orbital_gap_ev": 9.79,
  "species": ["C", "C", "O", "C", "C", "H", "H", "H", "H", "H", "H"],
  "positions_angstrom": [[0.48585, 1.70699, 0.30552], [-0.08075, 0.51802, 0.10080], [-1.15813, 0.10600, 0.83195], [0.33449, -0.55599, -0.85114], [0.47321, -1.82142, -0.54471], [0.34127, 2.43305, 1.09951], [1.36352, 2.02046, -0.25253], [-1.31196, 0.72517, 1.52626], [0.31253, -0.16589, -1.86275], [0.60917, -2.05878, 0.50722], [0.65709, -2.64778, -1.21757]]
}

# 3
{
  "formula": "C3H8N5",
  "method": "wB97M-V/def2-TZVPD",
  "spin_multiplicity": 1,
  "energy_ha": -392.48027,
  "charge": 1,
  "orbital_gap_ev": 9.92,
  "species": ["C", "C", "C", "N", "N", "N", "N", "N", "H", "H", "H", "H", "H", "H", "H", "H"],
  "positions_angstrom": [[-0.04721, -1.10710, -1.87955], [0.68445, -1.58804, -0.63131], [-1.01692, 0.81524, -1.03611], [-0.75450, -0.09161, -1.99912], [0.31680, 1.55918, 2.40497], [-0.31941, 1.49091, 1.23160], [-0.23112, 0.58078, 0.35811], [0.07667, -0.69412, 0.46745], [0.21594, -1.79249, -2.74165], [0.44108, -2.67990, -0.54786], [1.73194, -1.59339, -0.71116], [-0.69607, 1.82791, -1.33046], [-2.09348, 0.98456, -0.62074], [0.20814, 2.39377, 2.91725], [0.75271, -0.79731, 1.18052], [0.73099, 0.69162, 2.93807]]
}

# 4
{
  "formula": "C8H16Li3O10P2",
  "method": "wB97M-V/def2-TZVPD",
  "spin_multiplicity": 1,
  "energy_ha": -1772.40653,
  "charge": -3,
  "orbital_gap_ev": 2.12,
  "species": ["Li", "Li", "Li", "P", "O", "O", "O", "O", "P", "O", "O", "O", "O", "C", "C", "C", "O", "C", "H", "H", "H", "H", "H", "H", "H", "H", "C", "C", "C", "O", "C", "H", "H", "H", "H", "H", "H", "H", "H"],
  "positions_angstrom": [[-3.83511, -1.05414, 1.47227], [-1.61376, -1.09785, -1.41481], [-1.46121, 0.38472, 0.96068], [-3.19579, 0.76742, -0.66247], [-1.60619, 0.77503, -0.86953], [-3.77126, 1.98164, -1.41170], [-3.39372, 0.65884, 0.90384], [-3.61443, -0.52629, -1.37333], [-1.91284, -2.87613, 0.36128], [-1.38705, -4.21173, 0.94267], [-3.42440, -2.72415, 0.85819], [-2.02852, -2.99197, -1.19951], [-1.11893, -1.55025, 0.68547], [2.16330, -1.54421, -3.39693], [2.33551, -1.03030, -1.96075], [0.89114, -1.15296, -1.41160], [0.03723, -1.04895, -2.57884], [0.79530, -0.95043, -3.72535], [2.13224, -2.63427, -3.38775], [2.95675, -1.18459, -4.06186], [2.72547, -0.01515, -1.86101], [2.99848, -1.68301, -1.38109], [0.62048, -0.30333, -0.78756], [0.69487, -2.08119, -0.88143], [0.95440, 0.11636, -3.99711], [0.29620, -1.39593, -4.59084], [1.19663, 2.95513, 3.31290], [1.73189, 1.51867, 3.25864], [1.12692, 1.00105, 1.96244], [-0.15464, 1.59903, 1.93559], [-0.03217, 2.93077, 2.37865], [1.91546, 3.69136, 2.94087], [0.93849, 3.29254, 4.32030], [1.37801, 0.91645, 4.09602], [2.82440, 1.46547, 3.25516], [0.98889, -0.07974, 1.89244], [1.69344, 1.32387, 1.07441], [-0.97268, 3.20497, 2.85184], [0.12722, 3.55323, 1.48980]]
}

# 5
{
  "formula": "C10H20N2O8",
  "method": "wB97M-V/def2-TZVPD",
  "spin_multiplicity": 1,
  "energy_ha": -1104.52111,
  "charge": 0,
  "orbital_gap_ev": 10.21,
  "species": ["O", "O", "O", "O", "O", "O", "O", "O", "C", "C", "C", "N", "N", "C", "C", "C", "C", "C", "C", "C", "H", "H", "H", "H", "H", "H", "H", "H", "H", "H", "H", "H", "H", "H", "H", "H", "H", "H", "H", "H"],
  "positions_angstrom": [[0.08404, 2.19615, -2.00872], [3.43447, -2.47123, 2.56357], [-3.97926, 0.17689, 1.47189], [4.22151, -4.01287, 1.10021], [1.74722, 0.50500, -0.74019], [2.55176, -3.12181, -0.80776], [3.92519, -0.07729, 0.79101], [-1.09021, -1.23829, 1.18961], [-1.03161, 1.79687, -1.70406], [3.51623, -2.89719, 1.42319], [-3.14381, 0.82242, 0.84948], [-2.85667, 2.09216, 1.16821], [-1.17117, 0.91616, -0.71766], [-2.25014, 2.30040, -2.44846], [-3.52152, 2.84461, 2.23142], [2.84382, -0.20876, -1.33377], [2.77687, -2.18538, 0.27163], [3.60636, -0.99832, -0.25757], [-1.92923, -1.25372, 0.05178], [-2.36891, 0.17003, -0.30824], [4.60451, -4.30452, 1.94314], [1.35603, 1.14732, -1.38218], [3.22499, -3.82992, -0.74660], [3.10196, 0.36342, 1.07534], [-1.64917, -1.21540, 1.97489], [-2.11407, 2.54355, 0.65595], [-0.30880, 0.61730, -0.27301], [-1.95283, 3.13038, -3.08828], [-3.00138, 2.64467, -1.74149], [-2.65543, 1.49930, -3.06312], [-4.60426, 2.71709, 2.15551], [-3.27973, 3.90566, 2.15204], [-3.19598, 2.47125, 3.20441], [3.52973, 0.50427, -1.80254], [2.47683, -0.88008, -2.11680], [1.81332, -1.82144, 0.64342], [4.53456, -1.38856, -0.68804], [-2.80633, -1.87117, 0.25191], [-1.38360, -1.68468, -0.78939], [-3.05530, 0.09572, -1.15072]]
}

# 6
{
  "formula": "C4H5FO",
  "method": "wB97M-V/def2-TZVPD",
  "spin_multiplicity": 1,
  "energy_ha": -330.36153,
  "charge": 0,
  "orbital_gap_ev": 9.33,
  "species": ["C", "C", "C", "C", "O", "F", "H", "H", "H", "H", "H"],
  "positions_angstrom": [[-0.16252, 1.22599, 0.32317], [-1.76901, -0.78603, 0.01518], [-0.48946, -0.06252, 0.32955], [1.21404, -1.42128, 0.75404], [-1.91192, -1.98814, -0.12022], [2.20902, -0.56643, 1.12911], [0.75324, 1.56651, 0.61032], [-0.86257, 1.92016, 0.07498], [-2.56226, 0.04123, -0.18699], [1.16765, -2.24603, 1.55332], [1.23929, -1.62024, -0.23557]]
}

# 7
{
  "formula": "C45H39AsIrNPS4",
  "method": "wB97M-V/def2-TZVPD",
  "spin_multiplicity": 6,
  "s_squared": 8.80,
  "energy_ha": -6066.62143,
  "charge": 2,
  "orbital_gap_ev": [6.15, 4.78],
  "species": ["Ir", "S", "C", "C", "C", "C", "C", "C", "S", "C", "C", "C", "C", "C", "C", "C", "S", "C", "C", "C", "C", "C", "C", "S", "N", "H", "H", "H", "H", "H", "H", "H", "H", "H", "H", "H", "H", "H", "H", "H", "C", "C", "As", "C", "C", "C", "C", "C", "C", "C", "C", "C", "C", "C", "C", "P", "C", "C", "C", "C", "C", "C", "C", "C", "C", "C", "C", "C", "H", "H", "H", "H", "H", "H", "H", "H", "H", "H", "H", "H", "H", "H", "H", "H", "H", "H", "H", "H", "H", "H", "H", "H"],
  "positions_angstrom": [[1.44898, -1.33127, -1.20843], [-0.58806, -2.54463, -1.69735], [-1.05159, -3.06030, -0.08939], [-2.39746, -3.18164, 0.27144], [-2.75584, -3.56231, 1.54912], [-1.78524, -3.84539, 2.50800], [-0.44615, -3.76883, 2.16124], [-0.08142, -3.38584, 0.87353], [1.64919, -3.26087, 0.50810], [1.93671, -4.61110, -0.68890], [2.71794, -4.22112, -1.92129], [3.63645, -5.10716, -2.47057], [4.27082, -4.76718, -3.65284], [3.95422, -3.56708, -4.27305], [3.02499, -2.73639, -3.66902], [2.53909, -1.48205, -4.34866], [2.27195, -0.05350, -3.25524], [3.95415, 0.39025, -2.88283], [4.64099, 1.14903, -3.81271], [5.95727, 1.53339, -3.57843], [6.59394, 1.17123, -2.39764], [5.91930, 0.42194, -1.45747], [4.59010, 0.00942, -1.67669], [3.84279, -0.93698, -0.46644], [2.45317, -3.05329, -2.50608], [-3.15864, -2.96211, -0.46612], [-3.80344, -3.66056, 1.79906], [-2.06992, -4.15744, 3.50145], [0.32433, -4.01672, 2.87786], [0.95412, -4.97967, -0.98958], [2.45778, -5.41172, -0.16700], [3.84694, -6.04399, -1.97618], [4.99748, -5.43371, -4.09295], [4.41025, -3.28506, -5.21008], [1.55334, -1.66805, -4.78216], [3.20577, -1.18801, -5.15722], [4.14465, 1.45203, -4.72408], [6.47941, 2.12276, -4.31796], [7.61410, 1.47586, -2.21502], [6.40018, 0.13475, -0.53349], [-0.82033, -0.08929, 1.32651], [-1.32038, 1.04748, 2.20242], [-3.11681, 0.73391, 2.86948], [-4.19832, 0.10490, 1.42819], [-4.12604, 0.81128, 0.22801], [-4.90075, 0.38836, -0.84019], [-5.73148, -0.71533, -0.70515], [-5.79623, -1.40691, 0.49387], [-5.02212, -1.00207, 1.57217], [-3.81611, 2.32467, 3.57946], [-2.96343, 3.25299, 4.18644], [-3.49115, 4.43051, 4.68411], [-4.85741, 4.66523, 4.60134], [-5.70656, 3.73062, 4.02422], [-5.19322, 2.55011, 3.51807], [0.49020, 0.39848, 0.11907], [-0.38028, 1.70901, -0.80178], [-0.37361, 3.05296, -0.42820], [-1.11150, 3.98402, -1.14400], [-1.85769, 3.58374, -2.24438], [-1.86204, 2.25118, -2.62862], [-1.12901, 1.31754, -1.91240], [1.76113, 1.24047, 1.10005], [2.59903, 2.17362, 0.48832], [3.68493, 2.69390, 1.17129], [3.95869, 2.27787, 2.46846], [3.14223, 1.33798, 3.07851], [2.05029, 0.82081, 2.39774], [-1.61726, -0.47956, 0.68282], [-0.47400, -0.93380, 1.92447], [-1.45170, 1.97938, 1.63946], [-0.66289, 1.25230, 3.04528], [-3.48485, 1.67759, 0.11509], [-4.85856, 0.92705, -1.77599], [-6.33746, -1.03308, -1.54078], [-6.45123, -2.26067, 0.59381], [-5.07046, -1.54152, 2.50863], [-1.89999, 3.06260, 4.26413], [-2.84372, 5.16385, 5.14256], [-5.26435, 5.58492, 4.99676], [-6.76766, 3.92414, 3.97269], [-5.85093, 1.81988, 3.06221], [0.21487, 3.38094, 0.41914], [-1.09258, 5.02353, -0.85048], [-2.42128, 4.31348, -2.80936], [-2.42683, 1.93783, -3.49713], [-1.13141, 0.27864, -2.21996], [2.40374, 2.49848, -0.52827], [4.31956, 3.42541, 0.69092], [4.80668, 2.68416, 3.00021], [3.35733, 1.00278, 4.08436], [1.44029, 0.06694, 2.88152]]
}

# 8
{
  "formula": "C24H35N2O",
  "method": "wB97M-V/def2-TZVPD",
  "spin_multiplicity": 1,
  "energy_ha": -1119.96921,
  "charge": 1,
  "orbital_gap_ev": 4.97,
  "species": ["C", "C", "C", "N", "C", "C", "C", "C", "C", "C", "C", "C", "H", "H", "H", "H", "H", "H", "H", "H", "H", "H", "H", "H", "H", "H", "H", "H", "H", "H", "H", "C", "C", "N", "C", "C", "C", "C", "C", "C", "C", "C", "C", "C", "C", "O", "H", "H", "H", "H", "H", "H", "H", "H", "H", "H", "H", "H", "H", "H", "H", "H"],
  "positions_angstrom": [[-1.15634, 5.58624, 1.51648], [-0.92945, 5.12915, 2.95154], [0.01721, 3.93089, 3.05957], [-0.26813, 2.84538, 2.13260], [0.33888, 1.61908, 2.33517], [-0.01330, 0.48533, 1.62298], [0.43787, -0.89216, 1.97118], [1.26166, -1.01484, 3.27303], [2.09827, 0.22730, 3.56493], [1.26951, 1.51499, 3.52092], [-0.62304, 3.21370, 0.76562], [-1.58389, 4.39716, 0.66093], [-1.93289, 6.35897, 1.49751], [-0.23681, 6.03147, 1.11530], [-0.51609, 5.94535, 3.55223], [-1.89502, 4.86181, 3.40046], [1.05006, 4.29630, 2.90821], [-0.05100, 3.56816, 4.09680], [-0.81211, 0.56668, 0.88827], [-0.44716, -1.54484, 2.07254], [1.01801, -1.32684, 1.13747], [0.56923, -1.19206, 4.10574], [1.91823, -1.88937, 3.22210], [2.56413, 0.14813, 4.55156], [2.90935, 0.29546, 2.82986], [1.95802, 2.37363, 3.58376], [0.65425, 1.54386, 4.43958], [0.29331, 3.46764, 0.19460], [-1.08054, 2.35509, 0.25542], [-2.58724, 4.07993, 0.96943], [-1.65148, 4.69622, -0.38768], [3.45206, -5.00726, -1.71370], [3.28844, -3.50913, -1.91174], [1.90851, -3.17804, -2.26885], [1.27320, -2.17601, -1.65159], [-0.05083, -1.81262, -1.95348], [-0.79361, -0.83392, -1.30029], [-2.11843, -0.45522, -1.73889], [-3.09255, 0.14482, -0.88615], [-4.37963, 0.41143, -1.35004], [-4.73807, 0.11977, -2.67298], [-3.78888, -0.43933, -3.53748], [-2.50606, -0.70857, -3.09047], [1.26790, -3.95038, -3.32651], [2.24631, -5.02823, -3.76368], [2.68708, -5.78973, -2.62442], [4.50981, -5.29511, -1.83215], [3.12804, -5.29608, -0.70215], [3.53313, -2.98887, -0.98745], [3.96583, -3.18596, -2.71575], [1.83269, -1.64552, -0.87005], [-0.52059, -2.38230, -2.75921], [-0.36090, -0.33878, -0.44143], [-2.82313, 0.35715, 0.15703], [-5.11960, 0.84347, -0.67267], [-5.75133, 0.31978, -3.02678], [-4.04722, -0.67135, -4.57106], [-1.75712, -1.12063, -3.77304], [0.33962, -4.42048, -2.95262], [1.00055, -3.30157, -4.17623], [1.74291, -5.77348, -4.39539], [3.09838, -4.56563, -4.29892]]
}

- What is the formula in the fifth record?
  C10H20N2O8

- Which formula does entry 5 have?
  C10H20N2O8